{"formula": "C4H4N2O", "method": "ωB97M-V with the def2-TZVPD basis set", "symbols": ["C", "C", "C", "N", "C", "O", "N", "H", "H", "H", "H"], "positions_angstrom": [[0.781, 0.512, -0.639], [0.912, -1.057, -0.224], [-0.550, 0.872, -0.314], [-1.668, 1.208, -0.418], [-0.404, -0.600, 1.463], [0.398, -1.893, -0.922], [-1.174, -0.588, 2.330], [-2.543, 1.030, 0.054], [1.474, 1.103, -0.035], [0.981, 0.610, -1.708], [1.792, -1.196, 0.415]], "forces_ev_per_angstrom": [[0.70, -0.56, 0.15], [-0.10, 0.48, -1.00], [-1.13, -0.49, -0.04], [0.61, -0.08, 0.13], [-0.18, 0.34, 0.30], [0.29, 0.33, 0.27], [0.06, -0.04, -0.05], [0.11, 0.07, 0.04], [-0.02, -0.05, -0.07], [-0.09, 0.13, 0.01], [-0.26, -0.13, 0.26]], "mulliken_charge": [-0.424, 0.078, 0.393, -0.242, -0.140, -0.512, -0.479, 0.356, 0.288, 0.305, 0.377], "relative_energy_kj_mol": 417.70, "lumo_energy_ev": -0.72, "homo_lumo_gap_ev": 9.18, "e_homo_ev": -9.90, "e_tot_ev": -9236.1587}